DFT (ωB97M-V with the def2-TZVPD basis set) results for a cluster of 2 separate species, C4H9NO in total.

Computed properties:
HOMO level in hartree: -0.3510
E_tot in a.u.: -287.730591
Structure (SMILES): C1C[C@H]2N[C@@H]12.O
Maximum force in eV/Å: 0.5
Energy relative to the best compared isomer or geometry (same formula, charge and spin) in kcal per mole: 63.92
Orbital gap in eV: 10.5

Cartesian coordinates (Å):
1 C 0.2062 1.1180 -0.1714
2 C 0.6145 0.1733 1.0139
3 C 1.0252 -0.8692 -0.0206
4 N -0.1975 -1.1677 -0.7869
5 C 0.6174 0.0094 -1.1369
6 H -0.8314 1.4446 -0.2737
7 H 0.8673 1.9837 -0.2189
8 H 1.4470 0.5791 1.5927
9 H -0.1564 -0.1840 1.7028
10 H 1.8351 -1.5877 0.0431
11 H 0.0206 -1.9120 -1.4476
12 H 1.0286 0.1131 -2.1352
13 O -2.5664 0.1239 0.6216
14 H -1.9191 0.6001 1.1611
15 H -1.9910 -0.4246 0.0559

Forces on atoms 1 to 2 (eV/Å):
C 0.04 0.14 -0.13
C 0.08 -0.02 0.16